Entry 1:
# C34H43CrN2O3P2S

C34H43CrN2O3P2S as an isolated structure (wB97M-V/def2-TZVPD, OMol25).

Computed properties:
2S+1: 5
Max |F|: 0.69 eV/Å
Orbital gap (spin up / spin down): 0.180 / 0.264 Ha
Energy above the lowest of the compared OMol25 structures with the same formula, charge and spin: 24.26 kcal/mol
Charge: -1
Electronic energy: -102916.696 eV

Geometry as XYZ:
```
86
Properties=species:S:1:pos:R:3:lowdin_charge:R:1
Cr 0.538 -0.423 -0.901 0.555
C 2.109 3.603 -1.251 -0.106
C 0.595 3.546 -1.068 -0.517
C 0.077 4.885 -0.540 -0.115
P 0.082 2.033 -0.136 1.121
C 0.040 2.406 1.681 -0.509
C -1.115 3.257 2.201 -0.098
C 1.379 2.944 2.181 -0.115
C -1.673 1.805 -0.595 -0.278
C -2.501 2.688 -1.276 -0.083
C -3.777 2.292 -1.652 -0.099
C -4.216 1.005 -1.370 -0.075
C -3.390 0.103 -0.716 -0.020
C -2.119 0.501 -0.318 -0.315
N -1.163 -0.349 0.249 -0.085
C -1.315 -0.811 1.513 -0.302
C -2.501 -0.630 2.266 -0.025
C -2.571 -1.010 3.586 -0.103
C -1.483 -1.581 4.240 -0.115
C -0.318 -1.770 3.519 -0.110
C -0.215 -1.418 2.176 -0.287
P 1.329 -1.528 1.239 1.119
C 1.902 -3.285 1.208 -0.508
C 1.706 -4.093 2.494 -0.116
C 1.258 -4.060 0.061 -0.127
C 2.576 -0.535 2.204 -0.508
C 3.328 -1.244 3.328 -0.109
C 3.589 0.106 1.260 -0.135
H 2.367 4.421 -1.927 0.078
H 2.502 2.678 -1.668 0.052
H 2.616 3.792 -0.303 0.069
H 0.152 3.352 -2.051 0.096
H 0.585 5.161 0.385 0.060
H -0.993 4.888 -0.337 0.055
H 0.283 5.674 -1.268 0.079
H -0.088 1.401 2.103 0.085
H -0.988 4.310 1.946 0.061
H -1.161 3.183 3.289 0.079
H -2.075 2.926 1.804 0.070
H 1.511 3.994 1.917 0.062
H 2.231 2.394 1.782 0.048
H 1.422 2.874 3.271 0.083
H -2.157 3.678 -1.543 0.091
H -4.418 2.980 -2.189 0.096
H -5.198 0.688 -1.698 0.101
H -3.698 -0.922 -0.557 0.128
H -3.359 -0.165 1.803 0.097
H -3.497 -0.845 4.126 0.097
H -1.541 -1.865 5.282 0.088
H 0.544 -2.192 4.019 0.081
H 2.970 -3.196 0.980 0.079
H 0.644 -4.235 2.701 0.075
H 2.176 -3.669 3.377 0.048
H 2.139 -5.084 2.339 0.078
H 0.179 -4.154 0.209 0.079
H 1.688 -5.064 0.049 0.082
H 1.417 -3.591 -0.905 0.015
H 1.954 0.251 2.650 0.086
H 3.912 -2.079 2.942 0.079
H 2.675 -1.609 4.119 0.055
H 4.030 -0.541 3.784 0.076
H 4.178 -0.651 0.739 0.044
H 4.280 0.730 1.835 0.082
H 3.114 0.735 0.506 0.031
C -1.279 1.273 -4.330 -0.035
C -0.880 0.199 -3.359 -0.355
O 0.054 0.556 -2.490 -0.267
C -1.509 -1.060 -3.346 -0.128
C -2.623 -1.327 -4.182 -0.058
C -3.257 -2.553 -4.188 -0.137
C -2.808 -3.575 -3.358 -0.125
C -1.717 -3.352 -2.522 -0.030
C -1.055 -2.132 -2.502 -0.311
O 0.003 -2.000 -1.718 -0.244
H -0.612 2.125 -4.206 0.072
H -2.306 1.621 -4.172 0.068
H -1.218 0.937 -5.369 0.078
H -2.993 -0.539 -4.825 0.090
H -4.106 -2.712 -4.842 0.084
H -3.297 -4.542 -3.365 0.084
H -1.343 -4.134 -1.875 0.102
O 3.308 0.441 -2.116 0.044
C 2.510 -0.336 -1.856 -0.272
S 3.281 -2.503 -2.684 0.606
C 4.310 -2.537 -1.365 -0.885
N 4.990 -2.534 -0.423 0.019
```


Entry 2:
# C37H24BrCaF7N9S2

C37H24BrCaF7N9S2 as an isolated structure (wB97M-V/def2-TZVPD, OMol25).

Computed properties:
Max |F|: 0.47 eV/Å
Orbital gap (spin up / spin down): 0.167 / 0.167 Ha
Energy above the lowest of the compared OMol25 structures with the same formula, charge and spin: 16.85 kcal/mol
Charge: +1
Electronic energy: -181339.604 eV

Geometry as XYZ:
```
81
Properties=species:S:1:pos:R:3:lowdin_charge:R:1
Ca -0.498 -0.315 0.210 1.152
C -3.683 -2.038 -1.101 -0.028
C -3.123 -0.645 -1.207 -0.304
C -3.499 0.336 -0.289 -0.051
C -3.007 1.634 -0.366 -0.277
C -3.461 2.702 0.591 -0.044
C -2.103 1.940 -1.389 -0.038
C -1.734 0.998 -2.342 -0.294
C -0.839 1.365 -3.493 -0.028
C -2.246 -0.298 -2.230 -0.058
H -3.142 -2.732 -1.743 0.076
H -4.731 -2.053 -1.404 0.095
H -3.639 -2.399 -0.071 0.074
H -4.221 0.085 0.479 0.122
H -3.767 3.595 0.046 0.091
H -2.661 2.983 1.277 0.035
H -4.310 2.365 1.184 0.085
H -1.716 2.950 -1.466 0.122
H 0.100 0.808 -3.470 0.065
H -0.602 2.427 -3.485 0.068
H -1.329 1.133 -4.438 0.096
H -1.959 -1.049 -2.957 0.126
F -3.798 -4.062 5.747 0.157
C -3.662 -2.731 5.755 -0.588
F -2.814 -2.420 6.754 0.147
F -4.849 -2.194 6.054 0.158
C -3.125 -2.215 4.442 -0.101
C -3.460 -0.951 3.997 0.030
C -2.875 -0.490 2.832 -0.157
N -2.023 -1.216 2.108 -0.017
C -1.714 -2.434 2.549 -0.128
C -2.235 -2.981 3.708 0.022
H -4.142 -0.323 4.552 0.133
H -3.071 0.514 2.482 0.080
H -1.000 -2.998 1.959 0.105
H -1.954 -3.975 4.024 0.131
S 3.869 -1.281 2.514 0.548
C 2.418 -1.223 1.802 -0.992
N 1.372 -1.173 1.268 -0.112
Br 3.235 -1.936 -4.259 0.799
C 1.928 -2.599 -3.081 -0.665
C 1.681 -3.957 -2.976 -0.081
C 0.706 -4.375 -2.085 -0.031
C 0.022 -3.426 -1.347 -0.133
N 0.258 -2.118 -1.455 -0.034
C 1.202 -1.714 -2.303 -0.195
H 2.240 -4.666 -3.570 0.116
H 0.483 -5.425 -1.962 0.117
H -0.745 -3.724 -0.641 0.107
H 1.404 -0.650 -2.355 0.084
F 0.868 4.077 -2.321 0.125
C 1.429 5.145 -1.764 -0.128
C 1.386 6.313 -2.420 -0.127
F 0.786 6.357 -3.593 0.159
C 1.972 7.533 -1.884 -0.003
C 2.607 7.373 -0.584 -0.127
C 2.648 6.199 0.065 -0.131
F 3.242 6.136 1.245 0.153
C 2.062 4.986 -0.471 0.006
C 2.102 3.796 0.194 -0.101
C 1.496 2.587 -0.279 -0.147
N 0.956 1.633 -0.613 0.167
C 2.731 3.601 1.469 -0.154
N 3.258 3.344 2.456 0.226
F 3.158 8.428 -0.022 0.164
C 1.927 8.722 -2.542 -0.099
C 2.497 9.937 -2.032 -0.148
N 2.938 10.943 -1.698 0.236
C 1.306 8.896 -3.825 -0.149
N 0.842 9.100 -4.855 0.233
S -0.371 1.819 2.381 0.611
C 0.354 0.905 3.630 -0.781
N 1.685 1.068 3.866 0.087
C 2.356 0.407 4.819 -0.088
C 1.674 -0.449 5.635 -0.015
C 0.311 -0.586 5.369 -0.076
N -0.329 0.055 4.407 0.093
H 2.200 1.703 3.260 0.077
H 3.417 0.599 4.881 0.124
H 2.167 -1.001 6.418 0.118
H -0.296 -1.254 5.972 0.115
```


Entry 3:
# C10H16O

A 2-piece molecular cluster, C10H16O overall at a distorted geometry (wB97M-V/def2-TZVPD, OMol25).

Computed properties:
Max |F|: 2.32 eV/Å
Orbital gap: 0.348 Ha
Energy above the lowest of the compared OMol25 structures with the same formula, charge and spin: 39.73 kcal/mol
Electronic energy: -12676.002 eV
SMILES: Cc1ccc(O)cc1.CCC

Geometry as XYZ:
```
27
Properties=species:S:1:pos:R:3:lowdin_charge:R:1
C -0.461 -0.336 2.724 -0.064
C -0.447 -2.264 -1.018 -0.324
C 0.783 -1.837 -0.594 -0.045
C -1.551 -2.360 -0.177 -0.011
C 0.834 -1.308 0.695 -0.056
C -1.449 -1.919 1.139 -0.033
C -0.319 -1.147 1.458 -0.296
O -0.686 -2.513 -2.381 0.018
H 1.628 -1.787 -1.271 0.122
H 0.052 -3.044 -2.677 0.090
H -2.392 -2.871 -0.615 0.115
H 1.707 -0.796 1.102 0.117
H -2.348 -1.952 1.729 0.110
H 0.463 0.218 2.902 0.068
H -0.726 -0.964 3.576 0.084
H -1.118 0.520 2.503 0.083
C 0.385 2.709 -1.073 -0.311
C 0.647 2.656 0.444 -0.109
C 0.706 1.449 -1.898 -0.104
H -0.724 2.763 -1.160 0.098
H 0.797 3.597 -1.566 0.095
H 1.728 2.729 0.579 0.074
H 0.229 1.692 0.798 0.051
H 1.516 1.696 -2.560 0.062
H 0.876 0.603 -1.232 0.034
H 0.055 3.390 0.974 0.062
H -0.186 1.077 -2.400 0.072
```


Entry 4:
# CH2BrClO

A 2-piece molecular cluster, CH2BrClO overall at a distorted geometry (wB97M-V/def2-TZVPD, OMol25).

Computed properties:
Max |F|: 1.48 eV/Å
Orbital gap: 0.296 Ha
Energy above the lowest of the compared OMol25 structures with the same formula, charge and spin: 61.53 kcal/mol
Electronic energy: -85678.625 eV

Geometry as XYZ:
```
6
Properties=species:S:1:pos:R:3:lowdin_charge:R:1
C 2.274 1.892 0.460 -1.106
O -0.192 0.041 -0.656 -0.068
Cl 3.104 1.230 -0.841 0.539
Br 2.835 1.417 2.144 0.609
H 0.600 -0.288 -0.244 -0.009
H -0.576 0.703 -0.077 0.033
```


Entry 5:
# C2H2ClF2NO2

A 2-piece molecular cluster, C2H2ClF2NO2 overall at a distorted geometry (wB97M-V/def2-TZVPD, OMol25).

Computed properties:
Max |F|: 2.80 eV/Å
Orbital gap: 0.356 Ha
Energy above the lowest of the compared OMol25 structures with the same formula, charge and spin: 56.67 kcal/mol
Electronic energy: -25644.677 eV
SMILES: F/C=C(/F)Cl.O=NO

Geometry as XYZ:
```
10
Properties=species:S:1:pos:R:3:lowdin_charge:R:1
C -0.643 0.528 1.213 -0.149
C 0.614 0.932 1.463 -0.752
N 0.154 -0.968 -1.321 -0.081
O -0.508 -1.185 -2.559 -0.001
O 1.315 -0.914 -1.475 0.051
F -1.208 0.997 0.075 -0.021
F 1.141 0.574 2.675 -0.012
Cl 1.548 1.959 0.528 0.789
H -1.138 -0.254 1.719 0.113
H -1.274 -1.669 -2.319 0.062
```


Entry 6:
# C11H24Cl2N2O2PSYb

C11H24Cl2N2O2PSYb as an isolated structure at a distorted geometry (wB97M-V/def2-TZVPD, OMol25).

Computed properties:
2S+1: 2
Max |F|: 5.00 eV/Å
Orbital gap (spin up / spin down): 0.216 / 0.166 Ha
Charge: +2
Electronic energy: -95553.417 eV

Geometry as XYZ:
```
44
Properties=species:S:1:pos:R:3:lowdin_charge:R:1
C 0.445 -2.977 -2.079 -0.017
C -0.704 -2.257 -1.592 -0.173
H -0.041 -3.806 -2.614 0.150
H 1.082 -3.297 -1.225 0.139
H 1.091 -2.396 -2.783 0.065
O -1.800 -2.268 -1.164 0.251
Cl 2.741 -0.730 -1.156 -0.019
Yb 0.507 0.146 -1.114 0.489
P 0.070 0.842 -3.595 0.651
C -1.574 1.366 -3.938 -0.239
C 1.206 2.225 -3.561 -0.276
H 1.647 -0.792 -4.326 0.061
H 0.616 0.055 -5.586 0.068
H -0.060 -1.314 -4.572 0.058
C 0.641 -0.472 -4.632 -0.248
H 2.073 2.043 -2.900 0.039
H 1.494 2.306 -4.612 0.071
H -1.443 1.669 -4.977 0.072
H -1.849 2.190 -3.271 0.071
H 0.673 3.099 -3.162 0.041
H -2.273 0.531 -3.810 0.064
C -2.100 0.558 -0.946 -0.109
O -3.201 0.876 -0.759 0.135
Cl 0.523 2.542 -0.489 -0.006
C -2.454 0.169 2.445 -0.088
N -1.295 0.080 3.360 -0.188
C -1.502 0.079 4.770 -0.030
C -0.018 -0.015 2.845 -0.553
S -0.048 -0.093 1.200 0.689
N 1.258 -0.077 3.370 -0.172
C 1.588 -0.093 4.762 -0.019
C 2.422 -0.160 2.441 -0.094
H -3.332 0.209 3.080 0.095
H -2.591 -0.701 1.774 0.080
H -2.479 1.077 1.814 0.085
H -1.116 -0.859 5.163 0.111
H -1.012 0.961 5.177 0.112
H -2.574 0.138 4.886 0.099
H 2.138 -1.018 4.914 0.115
H 2.256 0.752 4.904 0.116
H 0.687 -0.030 5.350 0.062
H 2.442 -1.052 1.786 0.058
H 2.548 0.710 1.769 0.082
H 3.319 -0.212 3.055 0.099
```


Entry 7:
# C9H10Cl3NO2Sr

C9H10Cl3NO2Sr as an isolated structure at a distorted geometry (wB97M-V/def2-TZVPD, OMol25).

Computed properties:
Max |F|: 5.61 eV/Å
Orbital gap (spin up / spin down): 0.171 / 0.099 Ha
Energy above the lowest of the compared OMol25 structures with the same formula, charge and spin: 2.19 kcal/mol
Charge: -2
Electronic energy: -53478.371 eV

Geometry as XYZ:
```
26
Properties=species:S:1:pos:R:3:lowdin_charge:R:1
C -2.403 -0.924 -1.024 -0.283
C -2.792 -0.360 0.229 -0.262
C -2.263 -1.185 1.266 -0.225
C -1.534 -2.247 0.656 -0.212
C -1.601 -2.080 -0.754 -0.274
Sr 0.230 0.499 -0.700 1.324
N 0.316 -1.752 -2.900 -0.276
C -0.044 2.699 -0.630 -0.550
C -1.334 2.653 -0.214 -0.281
H -2.447 -1.065 2.334 0.047
H -3.414 0.515 0.368 0.052
H -1.067 -3.091 1.177 0.062
H -1.159 -2.735 -1.498 0.013
H -2.713 -0.581 -2.009 0.061
H -2.215 2.345 -0.805 0.021
H 0.782 2.891 0.102 0.028
H 0.648 -1.302 -3.786 -0.302
H -1.630 3.027 0.779 0.018
H 0.313 2.683 -1.707 0.016
Cl 4.387 -1.754 1.981 0.577
C 4.003 -0.076 1.595 -1.501
Cl 3.927 0.897 3.079 0.576
Cl 5.175 0.577 0.405 0.569
C 2.622 0.061 0.884 -0.840
O 2.010 -0.957 0.426 -0.151
O 2.205 1.262 0.745 -0.208
```


Entry 8:
# C3H7N3O2

An isolated molecule of C3H7N3O2 at a distorted geometry (wB97M-V/def2-TZVPD, OMol25).

Computed properties:
Max |F|: 8.54 eV/Å
Orbital gap: 0.362 Ha
Energy above the lowest of the compared OMol25 structures with the same formula, charge and spin: 161.59 kcal/mol
Electronic energy: -11784.306 eV
SMILES: [H]/N=C(\N)[C@@H](O)/C=N\O

Geometry as XYZ:
```
15
Properties=species:S:1:pos:R:3:lowdin_charge:R:1
C 0.423 0.174 0.727 -0.497
C 0.016 -0.917 0.002 -0.285
C -0.125 -0.837 -1.529 -0.071
H 2.147 0.944 -0.738 0.204
H 1.688 1.583 0.948 0.083
H 0.209 1.611 2.043 0.105
H 0.907 -1.753 0.166 0.216
H -1.302 -0.315 1.404 0.062
H 0.544 -1.347 -2.136 0.069
H -1.716 0.236 -0.216 0.148
N 1.776 0.671 0.391 0.053
N -0.194 0.713 1.708 0.132
N -1.085 -0.107 -2.158 0.000
O -1.313 -1.052 0.687 -0.102
O -1.975 0.397 -1.298 -0.117
```


Q: The lowest electronic energy belongs to which entry?
A: C37H24BrCaF7N9S2


What did the seventh record say?
# C9H10Cl3NO2Sr

C9H10Cl3NO2Sr as an isolated structure at a distorted geometry (wB97M-V/def2-TZVPD, OMol25).

Computed properties:
Max |F|: 5.61 eV/Å
Orbital gap (spin up / spin down): 0.171 / 0.099 Ha
Energy above the lowest of the compared OMol25 structures with the same formula, charge and spin: 2.19 kcal/mol
Charge: -2
Electronic energy: -53478.371 eV

Geometry as XYZ:
```
26
Properties=species:S:1:pos:R:3:lowdin_charge:R:1
C -2.403 -0.924 -1.024 -0.283
C -2.792 -0.360 0.229 -0.262
C -2.263 -1.185 1.266 -0.225
C -1.534 -2.247 0.656 -0.212
C -1.601 -2.080 -0.754 -0.274
Sr 0.230 0.499 -0.700 1.324
N 0.316 -1.752 -2.900 -0.276
C -0.044 2.699 -0.630 -0.550
C -1.334 2.653 -0.214 -0.281
H -2.447 -1.065 2.334 0.047
H -3.414 0.515 0.368 0.052
H -1.067 -3.091 1.177 0.062
H -1.159 -2.735 -1.498 0.013
H -2.713 -0.581 -2.009 0.061
H -2.215 2.345 -0.805 0.021
H 0.782 2.891 0.102 0.028
H 0.648 -1.302 -3.786 -0.302
H -1.630 3.027 0.779 0.018
H 0.313 2.683 -1.707 0.016
Cl 4.387 -1.754 1.981 0.577
C 4.003 -0.076 1.595 -1.501
Cl 3.927 0.897 3.079 0.576
Cl 5.175 0.577 0.405 0.569
C 2.622 0.061 0.884 -0.840
O 2.010 -0.957 0.426 -0.151
O 2.205 1.262 0.745 -0.208
```